C60H111Cl8N12O6S | the ωB97M-V functional and the def2-TZVPD basis

Last column: Mulliken charge in e.
CARTESIAN COORDINATES (ANGSTROEM)
C (-1.8323, -0.3055, 2.1852)  -0.212
O (-1.3623, 0.3881, 1.0245)  1.267
C (-2.0443, 1.5409, 0.5926)  -0.305
C (-2.2724, 1.5508, -0.9831)  0.340
N (-1.1012, 0.9977, -1.7485)  1.455
H (-1.1582, -0.0087, -1.6848)  -0.525
H (-1.1541, 1.2306, -2.7299)  0.027
C (0.3195, 1.4417, -1.2561)  0.443
C (1.4191, 0.9226, -2.2003)  0.163
O (1.0712, -0.4199, -2.7022)  0.211
C (2.0052, -1.0341, -3.6089)  -0.218
H (-1.1916, -1.1634, 2.3891)  -0.733
H (-2.7749, -0.8004, 1.9508)  0.127
H (-1.9058, 0.2897, 3.0954)  0.143
H (-1.5102, 2.4728, 0.7777)  0.184
H (-3.0659, 1.6096, 0.9664)  -0.009
H (-2.4130, 2.5663, -1.3535)  -0.049
H (-3.1293, 0.9052, -1.1753)  -0.744
H (0.4965, 0.9156, -0.3180)  -0.277
H (0.2992, 2.4917, -0.9643)  -0.863
H (2.3583, 0.7670, -1.6695)  0.333
H (1.4108, 1.5433, -3.0963)  0.266
H (3.0305, -1.0774, -3.2414)  -0.267
H (1.9507, -0.6024, -4.6083)  0.317
H (1.8331, -2.0967, -3.7802)  -0.127
S (-0.7144, 4.0497, -3.8576)  0.698
O (-0.7783, 2.6018, -4.0453)  -0.710
O (-0.0509, 4.6133, -5.0225)  -0.889
O (-2.0576, 4.5691, -3.7412)  -1.117
O (0.0083, 4.3270, -2.6617)  -0.861
C (3.8166, -2.9037, -0.2469)  0.050
C (4.4074, -2.5074, 1.1389)  -1.235
N (3.4768, -1.7877, 1.9490)  0.272
C (4.1106, -1.4893, 3.2598)  -0.759
C (3.1474, -0.9034, 4.2821)  -1.138
C (2.9127, -0.5791, 1.3037)  0.383
C (4.0062, 0.4812, 0.9321)  -0.732
H (3.8871, -2.1111, -0.9919)  -0.397
H (2.7711, -3.2100, -0.2126)  -0.352
H (4.3170, -3.8086, -0.5917)  0.592
H (4.7005, -3.3929, 1.7028)  0.569
H (5.3334, -1.9970, 0.8741)  0.708
H (4.5657, -2.4007, 3.6474)  0.535
H (4.9949, -0.8618, 3.1484)  0.507
H (2.3674, -1.6218, 4.5344)  0.188
H (3.6533, -0.7334, 5.2325)  0.454
H (2.7233, 0.0426, 3.9456)  0.221
H (2.1939, -0.0708, 1.9464)  0.097
H (2.3507, -0.8644, 0.4144)  -0.348
H (4.6155, -0.0341, 0.1896)  -0.138
H (4.6599, 0.6436, 1.7891)  0.501
H (3.5635, 1.3848, 0.5130)  -0.201
C (6.2344, 0.1807, -2.1390)  -1.097
C (7.4001, -0.8154, -2.0671)  -0.853
N (7.2617, -1.8623, -3.1458)  0.489
C (7.5064, -1.2359, -4.4545)  -0.212
C (7.1925, -2.2940, -5.5577)  -1.173
C (8.0408, -3.1037, -2.8041)  -0.667
C (9.5432, -2.8875, -2.6529)  -1.135
H (6.3031, 0.8869, -2.9664)  0.634
H (6.2366, 0.7456, -1.2068)  0.398
H (5.2184, -0.2109, -2.1870)  -0.109
H (8.3188, -0.2304, -2.0250)  0.255
H (7.3131, -1.3943, -1.1476)  0.520
H (6.8830, -0.3890, -4.7413)  0.115
H (8.5042, -0.8003, -4.5066)  0.376
H (8.0192, -2.9960, -5.6658)  0.270
H (6.3126, -2.8765, -5.2846)  0.065
H (7.0197, -1.7252, -6.4713)  0.495
H (7.8966, -3.9400, -3.4881)  0.422
H (7.6350, -3.4165, -1.8420)  0.310
H (10.0442, -3.7912, -2.3060)  0.442
H (9.7985, -2.0381, -2.0194)  0.253
H (9.9985, -2.6509, -3.6146)  0.267
C (-4.6928, -1.8342, -1.4774)  -0.906
C (-3.2631, -2.2698, -1.1090)  -0.234
N (-2.2042, -2.0107, -2.0827)  1.558
C (-2.6141, -2.3435, -3.5057)  -0.688
C (-1.6225, -1.8321, -4.4964)  -1.147
C (-0.9851, -2.7607, -1.6936)  -0.248
C (-0.6620, -2.6035, -0.2008)  0.972
H (-4.7545, -0.7986, -1.8120)  -0.315
H (-5.1794, -1.7967, -0.5028)  -0.097
H (-5.2167, -2.4671, -2.1937)  0.453
H (-3.0939, -1.6290, -0.2436)  -0.279
H (-3.3188, -3.2456, -0.6265)  0.603
H (-2.7723, -3.4152, -3.6270)  0.358
H (-3.5824, -1.8931, -3.7237)  0.365
H (-0.8160, -2.5550, -4.6190)  0.203
H (-2.1837, -1.6566, -5.4142)  0.509
H (-1.2442, -0.8596, -4.1813)  0.013
H (-0.1434, -2.4384, -2.3066)  -0.907
H (-1.1428, -3.8143, -1.9238)  0.691
H (-1.4883, -2.8717, 0.4575)  -0.136
H (-0.3026, -1.6045, 0.0461)  -0.630
H (0.1588, -3.2302, 0.1482)  -0.089
C (-1.5189, -1.0384, 6.3896)  -0.847
C (-2.8474, -1.0523, 7.1679)  -0.785
N (-4.0879, -1.0828, 6.3182)  0.639
C (-4.2991, 0.1935, 5.6649)  0.412
C (-4.5392, 1.4818, 6.4780)  -1.651
C (-5.2750, -1.5235, 7.1016)  -0.756
C (-5.2357, -3.0277, 7.2352)  -1.279
H (-1.3447, -0.1725, 5.7508)  0.024
H (-1.5304, -1.8299, 5.6403)  0.076
H (-0.6578, -1.3825, 6.9624)  0.556
H (-2.8557, -1.9811, 7.7384)  0.437
H (-2.8947, -0.3466, 7.9972)  0.361
H (-3.4323, 0.4355, 5.0499)  -0.390
H (-5.0338, 0.0478, 4.8731)  0.097
H (-3.7296, 1.6186, 7.1948)  0.324
H (-4.6370, 2.3541, 5.8318)  0.440
H (-5.4687, 1.3600, 7.0342)  0.389
H (-6.1672, -1.2376, 6.5445)  0.421
H (-5.3544, -1.0705, 8.0898)  0.401
H (-5.0434, -3.5182, 6.2810)  0.184
H (-6.2118, -3.3433, 7.6035)  0.437
H (-4.4855, -3.3023, 7.9768)  0.364
C (2.7571, -5.6270, -4.2387)  0.130
Cl (1.6618, -5.2314, -2.8722)  -0.040
Cl (3.5517, -7.1912, -3.9224)  -0.117
Cl (1.8156, -5.8544, -5.7029)  -0.100
Cl (3.8271, -4.2052, -4.3952)  0.012
C (0.1544, 2.9863, 4.0807)  0.027
Cl (0.7433, 4.6211, 4.4962)  -0.105
Cl (-1.6092, 3.1311, 3.8622)  -0.057
Cl (0.9101, 2.4084, 2.6291)  0.135
Cl (0.6017, 1.9191, 5.4149)  -0.105
N (-3.9234, 2.4819, -3.7985)  0.373
C (-5.2101, 2.9370, -3.7409)  -0.416
C (-6.1152, 1.8904, -4.0108)  -1.117
C (-5.2693, 0.7655, -4.1772)  -0.245
C (-3.9424, 1.1620, -4.1442)  -0.734
H (-3.0555, 2.9697, -3.6286)  0.230
H (-5.3923, 3.9953, -3.6265)  0.517
H (-7.1891, 1.9878, -4.0726)  0.402
H (-5.6987, -0.1946, -4.4226)  0.442
H (-3.0210, 0.6564, -4.3929)  0.640
N (1.4228, -3.6979, 2.3671)  0.342
C (1.6044, -4.9526, 1.8572)  -0.254
C (0.4575, -5.6585, 2.2158)  -1.299
C (-0.4491, -4.8118, 2.8613)  -0.317
C (0.1936, -3.5935, 2.9723)  -0.689
H (2.0808, -2.9435, 2.2333)  0.248
H (2.4600, -5.3173, 1.3082)  0.467
H (0.3315, -6.7140, 2.0247)  0.426
H (-1.3937, -5.1851, 3.2285)  0.572
H (-0.1239, -2.7359, 3.5468)  0.718
N (-2.7907, 5.6694, -1.4615)  0.176
C (-3.9734, 6.3585, -1.1692)  -0.764
C (-3.8241, 6.6831, 0.2121)  -0.730
C (-2.5082, 6.4138, 0.5492)  -0.727
C (-1.9035, 5.6102, -0.4190)  0.544
H (-2.5858, 5.3604, -2.4010)  0.405
H (-4.7455, 6.6777, -1.8536)  0.502
H (-4.5518, 7.1923, 0.8266)  0.415
H (-2.0264, 6.6089, 1.4959)  0.505
H (-1.0007, 5.0222, -0.4947)  -0.181
N (1.8277, 4.7217, -0.8010)  0.498
C (3.0957, 4.0511, -0.7459)  -0.799
C (3.5463, 4.4263, 0.4778)  -0.449
C (2.6221, 5.2895, 1.1364)  -1.277
C (1.5984, 5.4830, 0.2815)  -0.348
H (1.2124, 4.6662, -1.6000)  0.735
H (3.4880, 3.4067, -1.5187)  0.602
H (4.4582, 4.0042, 0.8736)  0.480
H (2.7515, 5.7961, 2.0814)  0.489
H (0.7229, 6.1148, 0.2547)  0.596
N (-4.4685, -2.3180, 3.7769)  0.640
C (-3.7005, -3.2562, 3.1442)  -0.768
C (-4.3600, -3.7637, 2.0171)  -0.133
C (-5.5932, -3.1021, 1.9629)  -1.125
C (-5.6757, -2.2531, 3.0345)  -0.708
H (-4.2752, -1.8705, 4.6614)  0.266
H (-2.7635, -3.5614, 3.5862)  0.505
H (-3.9510, -4.5274, 1.3721)  0.613
H (-6.3505, -3.2651, 1.2103)  0.444
H (-6.4245, -1.5718, 3.4107)  0.546
N (2.6995, 3.8269, -4.2875)  0.338
C (3.3920, 2.7589, -4.7266)  -0.331
C (4.7421, 3.0761, -4.6852)  -0.837
C (4.8143, 4.3742, -4.1381)  -0.574
C (3.5633, 4.8301, -3.9162)  -0.651
H (1.6991, 3.9654, -4.2776)  0.202
H (2.9406, 1.8931, -5.1883)  0.506
H (5.5649, 2.4233, -4.9369)  0.539
H (5.6582, 5.0113, -3.9182)  0.425
H (3.2231, 5.6928, -3.3625)  0.449
N (-6.0376, 3.0040, 1.7534)  0.083
C (-5.9215, 1.6968, 2.1248)  -0.942
C (-5.6182, 1.0118, 0.9901)  -0.106
C (-5.5119, 1.9239, -0.0290)  -0.040
C (-5.7072, 3.1646, 0.4491)  -0.988
H (-6.2270, 3.7285, 2.4311)  0.248
H (-6.1080, 1.5040, 3.1709)  0.488
H (-5.4149, -0.0459, 0.9101)  0.323
H (-5.3274, 1.5896, -1.0392)  0.474
H (-5.6229, 4.1370, -0.0132)  0.544

Energy relative to the best compared isomer or geometry (same formula, charge and spin) (kJ/mol): 0.00
Charge: -1
E_tot (Eh): -7540.920781
Lowest unoccupied orbital energy (eV): 1.419
E_HOMO (eV): -5.39
Gap between HOMO and LUMO (eV): 6.8